# 1
15
Properties=species:S:1:pos:R:3 method="wB97M-V/def2-TZVPD" e_tot_ha=-1028.39618 lumo_energy_ev="-7.71 / -9.10" gap_ev="5.8 / 4.4" multiplicity=2 homo_energy_ev="-13.5 / -13.5" s_squared=0.755 relative_energy_kcal_mol=34.0 charge=+1
C -1.383 -0.670 0.766
C -2.841 -0.729 0.683
O -3.648 -1.509 0.260
C -0.756 0.717 0.322
S 0.925 0.950 0.863
S 1.633 -0.790 -0.887
C 3.112 0.252 -1.150
H -1.041 -0.766 1.810
H -0.774 -1.240 0.055
H -3.267 0.219 1.169
H -1.311 1.671 0.451
H -0.722 0.566 -0.742
H 3.646 -0.318 -1.938
H 3.550 0.387 -0.178
H 2.875 1.262 -1.484



# 2
126
Properties=species:S:1:pos:R:3 method="wB97M-V/def2-TZVPD" e_tot_ha=-2503.82411 lumo_energy_ev=-4.81 gap_ev=4.1 multiplicity=1 homo_energy_ev=-8.9 relative_energy_kcal_mol=55.5 charge=+1
C -1.186 1.274 -0.979
C -1.494 2.283 0.120
C -0.535 3.497 -0.011
C -2.894 2.897 -0.062
C -1.437 1.565 1.528
C -1.387 2.402 2.646
C -1.874 1.952 3.868
C -2.353 0.654 3.993
C -2.241 -0.295 2.957
C -2.895 -1.699 3.187
C -1.879 -2.793 3.533
C -3.766 -2.085 1.995
C -3.849 -1.717 4.394
C -1.513 0.153 1.795
N -0.549 -0.713 1.154
C 0.818 -0.363 1.108
C 1.284 0.823 0.598
C 2.606 1.278 1.060
C 3.757 1.275 0.232
C 5.011 1.474 0.792
C 5.083 1.779 2.166
N 6.215 1.319 2.888
O 6.216 1.422 4.141
O 7.146 0.781 2.248
C 3.943 2.163 2.894
C 2.707 1.847 2.355
N 1.552 -1.538 1.368
C 2.915 -1.670 1.896
C 3.189 -1.461 3.294
C 2.127 -1.578 4.430
C 2.697 -1.221 5.813
C 1.613 -3.017 4.487
C 0.967 -0.617 4.221
C 4.509 -1.242 3.696
C 5.571 -1.653 2.894
C 5.281 -2.173 1.646
C 4.013 -2.006 1.069
C 4.025 -2.278 -0.454
C 5.262 -1.608 -1.090
C 2.817 -1.763 -1.211
C 4.131 -3.793 -0.643
C 0.677 -2.595 1.122
C -0.564 -2.092 0.973
H -2.067 0.705 -1.278
H -0.727 1.788 -1.825
H -0.449 0.523 -0.700
H -0.608 4.170 0.853
H 0.521 3.239 -0.157
H -0.824 4.068 -0.908
H -3.009 3.774 0.589
H -3.035 3.253 -1.090
H -3.698 2.189 0.155
H -0.992 3.420 2.559
H -1.944 2.651 4.706
H -2.834 0.381 4.942
H -1.095 -2.400 4.192
H -2.378 -3.606 4.081
H -1.412 -3.254 2.659
H -4.602 -1.382 1.899
H -3.244 -2.090 1.037
H -4.190 -3.084 2.152
H -4.681 -1.017 4.284
H -4.276 -2.722 4.489
H -3.329 -1.523 5.341
H 0.566 1.613 0.456
H 3.633 1.072 -0.827
H 5.935 1.358 0.238
H 4.077 2.610 3.876
H 1.793 1.993 2.931
H 3.075 -0.191 5.837
H 1.892 -1.282 6.558
H 3.500 -1.898 6.124
H 0.988 -3.251 3.622
H 2.452 -3.726 4.493
H 1.021 -3.160 5.399
H 0.511 -0.750 3.250
H 0.183 -0.804 4.963
H 1.295 0.426 4.301
H 4.745 -0.853 4.692
H 6.590 -1.640 3.273
H 6.086 -2.671 1.098
H 6.211 -2.002 -0.707
H 5.252 -1.780 -2.172
H 5.241 -0.522 -0.924
H 1.938 -2.391 -1.046
H 2.593 -0.729 -0.941
H 3.051 -1.778 -2.284
H 3.283 -4.290 -0.153
H 4.113 -4.039 -1.713
H 5.055 -4.187 -0.205
H 1.011 -3.623 1.122
H -1.454 -2.624 0.694
C -4.856 0.806 -2.180
C -4.511 0.759 -3.602
N -5.426 0.466 -4.561
C -6.846 0.237 -4.352
C -4.842 0.487 -5.823
C -3.505 0.925 -5.683
C -2.825 1.314 -6.831
C -3.435 1.182 -8.087
C -4.742 0.675 -8.195
C -5.480 0.334 -7.046
C -3.266 1.090 -4.243
C -2.134 1.644 -3.608
C -0.853 1.793 -4.276
C -0.316 0.745 -5.059
C 0.845 0.926 -5.814
C 1.489 2.182 -5.818
C 0.990 3.228 -5.025
C -0.144 3.034 -4.232
H -4.786 1.850 -1.822
H -5.886 0.437 -2.018
H -4.176 0.192 -1.575
H -7.225 -0.387 -5.167
H -6.993 -0.287 -3.410
H -7.436 1.164 -4.321
H -1.832 1.749 -6.733
H -2.883 1.488 -8.974
H -5.195 0.582 -9.177
H -6.510 -0.030 -7.080
H -2.403 2.327 -2.794
H -0.855 -0.211 -5.075
H 1.248 0.086 -6.375
H 2.354 2.336 -6.458
H 1.521 4.185 -4.984
H -0.564 3.861 -3.647



# 3
55
Properties=species:S:1:pos:R:3 method="wB97M-V/def2-TZVPD" e_tot_ha=-1376.77312 lumo_energy_ev=0.64 gap_ev=9.0 multiplicity=1 homo_energy_ev=-8.3 relative_energy_kcal_mol=43.5 smiles="COc1ccc(C(=O)NCc2ccc(C(=O)NCC(OC)OC)cc2)cc1OC"
C 2.155 -8.310 0.072
H 1.809 -9.326 -0.106
H 2.390 -7.835 -0.886
H 3.056 -8.338 0.694
O 1.094 -7.659 0.727
C 1.247 -6.355 1.074
C 2.379 -5.592 0.838
C 2.435 -4.261 1.225
C 1.354 -3.675 1.861
C 0.217 -4.444 2.123
C 0.143 -5.767 1.737
O -0.921 -6.586 1.942
C -2.038 -6.064 2.621
H -1.774 -5.729 3.629
H -2.491 -5.233 2.071
H -2.750 -6.885 2.686
H -0.596 -3.961 2.642
C 1.335 -2.264 2.332
O 0.627 -1.890 3.250
N 2.174 -1.423 1.676
H 2.607 -1.728 0.820
C 2.224 -0.006 1.973
C 1.441 0.791 0.962
C 0.052 0.713 0.959
C -0.691 1.407 0.024
C -0.051 2.188 -0.935
C 1.339 2.246 -0.947
C 2.078 1.558 -0.004
H 3.157 1.618 -0.017
H 1.825 2.836 -1.710
C -0.793 2.951 -1.979
O -0.332 3.164 -3.085
N -2.032 3.372 -1.606
H -2.245 3.415 -0.622
C -2.789 4.257 -2.456
H -3.816 4.313 -2.099
H -2.768 3.873 -3.477
C -2.196 5.681 -2.457
O -3.149 6.509 -3.047
C -2.723 7.838 -3.262
H -2.550 8.357 -2.314
H -1.808 7.863 -3.865
H -3.530 8.329 -3.801
O -1.920 6.066 -1.123
C -0.595 6.468 -0.863
H -0.320 7.367 -1.426
H -0.552 6.683 0.203
H 0.116 5.669 -1.102
H -1.257 5.692 -3.038
H -1.767 1.318 0.024
H -0.440 0.100 1.701
H 1.785 0.110 2.968
H 3.269 0.318 1.995
H 3.348 -3.711 1.050
H 3.237 -6.028 0.351



# 4
133
Properties=species:S:1:pos:R:3 method="wB97M-V/def2-TZVPD" e_tot_ha=-2722.51464 lumo_energy_ev=-0.65 gap_ev=8.3 multiplicity=1 homo_energy_ev=-8.9 smiles="CCC[C@@H](C)OC(=O)OF.COCCOC.COCCOC.COCCOC.COCCOC.COCCOC.COCCOC.COCCOC"
C -4.938 3.146 2.906
C -3.635 3.813 2.475
C -3.415 3.612 0.988
C -2.476 4.627 0.354
C -1.300 5.077 1.189
O -2.079 4.236 -0.983
C -1.387 3.130 -1.176
O -1.086 2.696 -2.276
O -1.038 2.422 -0.016
F 0.386 2.354 -0.004
H -5.213 3.425 3.908
H -5.727 3.440 2.234
H -4.811 2.078 2.843
H -3.660 4.860 2.729
H -2.843 3.353 3.048
H -3.093 2.594 0.809
H -4.378 3.725 0.512
H -3.068 5.514 0.199
H -1.645 5.585 2.069
H -0.627 4.279 1.451
H -0.756 5.814 0.615
C -1.365 -3.903 -1.771
O -0.238 -3.058 -1.621
C -0.482 -1.714 -2.007
C -0.737 -0.825 -0.813
O -1.936 -1.173 -0.137
C -1.718 -1.949 1.028
H -1.159 -4.823 -1.225
H -2.271 -3.450 -1.364
H -1.524 -4.145 -2.827
H -1.320 -1.659 -2.708
H 0.414 -1.358 -2.525
H -0.849 0.204 -1.162
H 0.114 -0.859 -0.125
H -1.332 -1.322 1.840
H -1.022 -2.770 0.843
H -2.677 -2.364 1.332
C -5.054 -1.547 -4.839
O -3.835 -1.772 -5.522
C -3.691 -0.988 -6.696
C -2.818 0.224 -6.462
O -3.411 1.138 -5.557
C -2.900 1.026 -4.237
H -4.965 -1.997 -3.852
H -5.261 -0.481 -4.724
H -5.886 -2.022 -5.371
H -4.669 -0.681 -7.077
H -3.218 -1.623 -7.452
H -2.682 0.750 -7.412
H -1.832 -0.087 -6.104
H -1.903 1.459 -4.173
H -2.869 -0.016 -3.908
H -3.565 1.582 -3.578
C 5.124 -0.405 3.110
O 3.773 0.010 3.208
C 3.445 0.992 2.236
C 2.754 0.410 1.025
O 3.605 -0.457 0.292
C 3.361 -1.831 0.545
H 5.263 -1.289 3.729
H 5.395 -0.650 2.081
H 5.785 0.389 3.475
H 4.343 1.534 1.922
H 2.771 1.709 2.716
H 2.478 1.230 0.356
H 1.837 -0.109 1.320
H 2.443 -2.159 0.043
H 3.283 -2.036 1.615
H 4.201 -2.394 0.140
C 4.446 4.380 -0.902
O 3.697 3.326 -0.325
C 2.770 2.736 -1.223
C 3.290 1.441 -1.805
O 4.423 1.643 -2.639
C 5.646 1.360 -1.987
H 5.276 4.599 -0.232
H 4.844 4.104 -1.880
H 3.828 5.279 -1.003
H 2.510 3.435 -2.024
H 1.859 2.522 -0.654
H 2.507 0.997 -2.427
H 3.523 0.732 -1.004
H 5.767 0.277 -1.869
H 5.700 1.836 -1.004
H 6.457 1.739 -2.608
C -12.056 2.848 1.905
O -11.545 4.090 2.357
C -10.655 3.969 3.453
C -9.210 4.051 3.019
O -8.839 2.954 2.200
C -8.821 3.269 0.820
H -12.522 3.017 0.937
H -11.265 2.103 1.792
H -12.813 2.469 2.600
H -10.835 3.035 3.994
H -10.864 4.800 4.135
H -8.573 4.021 3.910
H -9.023 4.997 2.502
H -7.936 3.869 0.573
H -9.719 3.812 0.517
H -8.772 2.332 0.268
C 11.636 -0.835 1.210
O 10.873 0.131 0.511
C 9.650 -0.375 0.004
C 8.477 -0.002 0.881
O 8.522 -0.615 2.156
C 8.997 0.233 3.186
H 12.416 -0.307 1.755
H 11.025 -1.395 1.922
H 12.106 -1.534 0.509
H 9.702 -1.461 -0.116
H 9.501 0.067 -0.986
H 7.553 -0.353 0.408
H 8.406 1.085 0.983
H 8.247 0.993 3.435
H 9.930 0.725 2.906
H 9.173 -0.385 4.065
C 0.694 -9.624 -0.042
O 1.799 -8.749 0.087
C 1.510 -7.414 -0.297
C 1.249 -6.526 0.897
O 0.071 -6.907 1.592
C 0.327 -7.666 2.759
H 0.937 -10.541 0.492
H -0.214 -9.195 0.388
H 0.517 -9.866 -1.095
H 0.657 -7.387 -0.982
H 2.385 -7.034 -0.833
H 1.099 -5.499 0.545
H 2.111 -6.528 1.571
H 0.702 -7.022 3.562
H 1.047 -8.466 2.571
H -0.616 -8.108 3.077



# 5
115
Properties=species:S:1:pos:R:3 method="wB97M-V/def2-TZVPD" e_tot_ha=-5714.92351 lumo_energy_ev=-6.65 gap_ev=6.0 multiplicity=1 homo_energy_ev=-12.6 relative_energy_kcal_mol=14.2 charge=+2
Pd 0.033 0.037 -0.132
F -3.179 -0.816 3.907
Ge -2.124 -0.535 2.500
C -3.568 0.151 1.392
C -4.807 0.231 2.050
C -5.958 0.603 1.370
C -5.917 0.870 0.010
C -4.711 0.790 -0.657
C -3.534 0.467 0.036
P -2.056 0.420 -0.967
C -1.768 2.010 -1.753
C -2.694 3.050 -1.755
C -2.407 4.223 -2.439
C -1.196 4.378 -3.097
C -0.258 3.351 -3.084
C -0.547 2.172 -2.418
C -2.485 -0.692 -2.311
C -2.374 -0.296 -3.644
C -2.851 -1.129 -4.649
C -3.425 -2.349 -4.325
C -3.522 -2.753 -2.995
C -3.050 -1.930 -1.988
C -1.004 0.793 3.425
C -1.272 0.809 4.807
C -0.759 1.789 5.640
C 0.020 2.812 5.121
C 0.317 2.809 3.774
C -0.160 1.801 2.922
P 0.500 1.943 1.228
C 2.295 1.910 1.486
C 3.165 2.379 0.498
C 4.537 2.340 0.694
C 5.058 1.789 1.860
C 4.203 1.263 2.819
C 2.825 1.324 2.636
C 0.016 3.657 0.807
C -1.344 3.937 0.962
C -1.822 5.230 0.820
C -0.948 6.264 0.505
C 0.400 5.995 0.332
C 0.884 4.698 0.491
C -1.666 -2.449 2.276
C -2.296 -3.235 3.257
C -2.096 -4.605 3.345
C -1.241 -5.245 2.469
C -0.607 -4.505 1.492
C -0.829 -3.125 1.355
P 0.117 -2.352 0.033
C -0.181 -3.209 -1.563
C -0.741 -4.485 -1.664
C -0.834 -5.125 -2.895
C -0.373 -4.500 -4.043
C 0.156 -3.219 -3.963
C 0.241 -2.579 -2.735
C 1.831 -2.771 0.422
C 2.280 -3.242 1.586
C 3.734 -3.398 1.844
C 4.668 -3.024 0.970
C 4.324 -2.420 -0.361
C 2.802 -2.202 -0.553
H -4.874 -0.011 3.098
H -6.897 0.658 1.907
H -6.819 1.129 -0.530
H -4.683 0.964 -1.727
H -3.631 2.959 -1.223
H -3.133 5.028 -2.444
H -0.979 5.301 -3.622
H 0.688 3.470 -3.600
H 0.173 1.366 -2.419
H -1.954 0.666 -3.901
H -2.788 -0.814 -5.684
H -3.807 -2.990 -5.112
H -3.975 -3.705 -2.747
H -3.148 -2.236 -0.951
H -1.907 0.054 5.237
H -0.990 1.760 6.698
H 0.400 3.599 5.761
H 0.940 3.600 3.372
H 2.778 2.757 -0.438
H 5.199 2.737 -0.067
H 6.131 1.765 2.017
H 4.604 0.819 3.723
H 2.171 0.920 3.400
H -2.036 3.142 1.231
H -2.878 5.433 0.967
H -1.317 7.279 0.408
H 1.090 6.797 0.098
H 1.946 4.535 0.403
H -2.949 -2.771 3.973
H -2.603 -5.166 4.122
H -1.063 -6.311 2.547
H 0.084 -5.004 0.826
H -1.125 -4.991 -0.791
H -1.266 -6.116 -2.952
H -0.441 -5.003 -5.002
H 0.495 -2.713 -4.859
H 0.645 -1.577 -2.690
H 1.592 -3.526 2.374
H 4.031 -3.842 2.786
H 5.718 -3.173 1.205
H 4.805 -2.971 -1.171
H 2.496 -2.368 -1.581
N 6.243 -0.493 -2.098
C 4.954 -0.321 -1.769
C 4.048 0.334 -2.557
C 2.695 0.563 -2.118
N 2.164 0.152 -1.020
C 2.998 -0.719 -0.227
C 4.526 -0.866 -0.444
H 6.616 -0.140 -2.963
H 6.878 -0.968 -1.482
H 4.349 0.749 -3.513
H 2.064 1.156 -2.779
H 2.790 -0.547 0.823
H 5.150 -0.455 0.353



# 6
41
Properties=species:S:1:pos:R:3 method="wB97M-V/def2-TZVPD" e_tot_ha=-956.51563 lumo_energy_ev=-0.13 gap_ev=8.3 multiplicity=1 homo_energy_ev=-8.4 relative_energy_kcal_mol=309.5 smiles="CCCCCCC(=O)Nc1c(O)c2ccccc2[nH]c1=O"
C 2.342 3.886 -2.276
C 1.949 2.430 -2.887
C 3.203 1.399 -2.818
C 3.726 1.217 -1.506
C 2.601 0.632 -0.727
C 2.303 -0.669 -1.060
C 1.350 -1.146 -0.017
O 1.615 -2.338 0.622
N 0.132 -0.844 -0.217
C -1.148 -0.950 0.608
C -1.187 -1.963 1.667
O -0.393 -2.825 2.011
H 0.233 -2.606 1.520
C -2.628 -1.888 2.284
C -3.051 -2.770 3.141
C -4.205 -2.568 3.858
C -5.334 -1.651 3.350
C -4.896 -0.812 2.349
C -3.671 -1.082 1.791
N -3.226 -0.024 0.831
C -2.080 -0.050 0.033
O -1.665 0.841 -0.683
H -3.914 0.540 0.481
H -5.522 -0.123 2.075
H -6.171 -2.027 3.640
H -4.578 -3.425 4.648
H -2.384 -3.277 3.545
H 0.008 -0.203 -0.762
H 3.224 -1.337 -1.080
H 1.800 -0.647 -1.963
H 1.955 1.147 -0.456
H 3.198 0.445 0.298
H 4.656 0.526 -1.553
H 4.091 2.241 -1.114
H 4.079 2.059 -3.510
H 3.115 0.467 -3.302
H 1.154 1.929 -2.568
H 1.870 2.741 -3.796
H 1.552 4.504 -2.510
H 2.730 3.799 -1.247
H 3.167 4.419 -2.698



- Which value of multiplicity does entry 5 give?
  1



- What is the multiplicity in the second record?
  1